1.
Computed, not measured: C4H7N3O as an isolated structure in a non-equilibrium geometry, with ωB97M-V with the def2-TZVPD basis set.

Atoms and positions in Å:
C (0.11, 1.62, -0.78)
C (0.28, -1.06, -0.45)
C (0.16, 0.53, 0.27)
C (1.33, -1.87, -0.47)
O (-2.24, -0.12, 1.23)
N (-1.56, -0.29, 0.05)
N (-1.04, -1.37, -0.36)
N (0.69, 0.65, 1.42)
H (-2.67, -0.93, 1.52)
H (1.09, 1.57, 1.59)
H (-0.34, 2.52, -0.36)
H (1.12, 1.86, -1.10)
H (-0.47, 1.30, -1.65)
H (1.21, -2.95, -0.44)
H (2.33, -1.46, -0.47)

Computed properties:
Spin multiplicity   1
Calculated total energy   -10772.272 eV
LUMO energy (alpha / beta)   -1.22 / -1.33 eV
Kohn-Sham gap (alpha / beta)   7.429 / 7.337 eV
E_HOMO (alpha / beta)   -8.7 / -8.7 eV

natural (NBO) population analysis, charges in e, atoms 1 to 8:
1. C -0.68
2. C 0.08
3. C 0.29
4. C -0.38
5. O -0.46
6. N 0.19
7. N -0.22
8. N -0.72

=====

2.
Computed, not measured: C4H7N3O in the gas phase in a non-equilibrium geometry, with ωB97M-V with the def2-TZVPD basis set.

Atoms and positions in Å:
C (-2.39, 0.22, -0.39)
O (-1.34, 0.03, 0.58)
C (-0.07, 0.07, 0.05)
C (0.34, 0.00, -1.25)
C (1.77, -0.11, -1.09)
N (2.15, -0.25, 0.13)
N (1.03, 0.15, 0.79)
N (1.09, 0.08, 2.15)
H (-2.07, 0.90, -1.19)
H (-3.23, 0.59, 0.20)
H (-2.62, -0.72, -0.93)
H (-0.23, -0.14, -2.14)
H (2.52, -0.15, -1.92)
H (2.13, 0.19, 2.44)
H (0.93, -0.88, 2.58)

Computed properties:
Spin multiplicity   1
Calculated total energy   -10776.496 eV
LUMO energy   0.95 eV
Kohn-Sham gap   9.738 eV
Structure (SMILES)   COc1ccnn1N
E_HOMO   -8.8 eV

natural (NBO) population analysis, charges in e, atoms 1 to 8:
1. C -0.25
2. O -0.48
3. C 0.47
4. C -0.46
5. C 0.00
6. N -0.30
7. N -0.07
8. N -0.63

=====

3.
Computed, not measured: C4H7N3O in the gas phase, with ωB97M-V with the def2-TZVPD basis set.

Atoms and positions in Å:
C (-2.24, 0.09, 0.00)
C (-0.82, -0.37, 0.02)
N (-0.49, -1.69, 0.01)
C (0.81, -1.76, 0.02)
N (1.36, -0.52, 0.03)
O (2.70, -0.18, 0.06)
C (0.33, 0.39, 0.03)
N (0.57, 1.76, -0.04)
H (-2.88, -0.78, 0.09)
H (-2.44, 0.76, 0.84)
H (-2.47, 0.61, -0.92)
H (1.40, -2.66, 0.02)
H (2.99, 0.01, -0.85)
H (1.42, 2.02, 0.45)
H (-0.22, 2.30, 0.26)

Computed properties:
Spin multiplicity   1
Calculated total energy   -10777.657 eV
LUMO energy   0.56 eV
Kohn-Sham gap   8.224 eV
Structure (SMILES)   Cc1ncn(O)c1N
E_HOMO   -7.7 eV

natural (NBO) population analysis, charges in e, atoms 1 to 8:
1. C -0.64
2. C 0.02
3. N -0.44
4. C 0.12
5. N -0.07
6. O -0.53
7. C 0.25
8. N -0.82

=====

4.
Computed, not measured: C4H7N3O as an isolated structure, with ωB97M-V with the def2-TZVPD basis set.

Atoms and positions in Å:
C (1.26, -1.35, 1.17)
N (-1.47, 0.57, 0.00)
C (-0.10, 0.59, -0.13)
C (0.43, -0.81, 0.05)
N (0.62, 1.70, -0.26)
C (-0.37, -1.32, -0.90)
O (-1.97, 1.85, -0.32)
N (-1.14, -0.26, -1.43)
H (-2.92, 1.73, -0.23)
H (1.58, 1.60, -0.56)
H (0.14, 2.55, -0.53)
H (-0.51, -2.34, -1.24)
H (1.45, -2.41, 1.00)
H (0.77, -1.25, 2.14)
H (2.23, -0.84, 1.24)

Computed properties:
Spin multiplicity   1
Calculated total energy   -10773.998 eV
LUMO energy   0.83 eV
Kohn-Sham gap   8.115 eV
E_HOMO   -7.3 eV

natural (NBO) population analysis, charges in e, atoms 1 to 8:
1. C -0.63
2. N -0.03
3. C 0.47
4. C -0.19
5. N -0.77
6. C 0.02
7. O -0.58
8. N -0.46